# 1
Here is an isolated ion of composition C9H8NS and charge +1 from the OMol25 dataset. Energies are from ωB97M-V with the def2-TZVPD basis set.

Last column: Mulliken charge in e.
CARTESIAN COORDINATES (ANGSTROEM)
C  -0.769  -0.979  1.337  -0.2638
N  -1.661  -0.293  0.795  -0.0401
C  -1.450  0.281  -0.608  0.1473
C  -0.803  1.611  -0.309  -0.4759
C  0.514  1.746  -0.238  -0.4473
C  1.453  0.855  -0.596  0.6272
C  2.884  0.682  -0.444  -0.8324
C  3.282  -0.399  -1.249  -0.2249
S  2.110  -1.045  -2.377  -0.0710
C  0.903  -0.140  -1.531  0.5159
C  -0.383  -0.414  -1.413  -0.9718
H  -0.689  -0.985  2.353  0.2994
H  -0.144  -1.708  0.907  0.3515
H  -2.326  0.314  1.393  0.3696
H  -2.426  0.514  -1.109  0.4693
H  -1.565  2.406  -0.439  0.3925
H  3.513  1.347  0.257  0.3407
H  4.217  -0.884  -1.396  0.4775
H  -0.714  -1.266  -2.030  0.3362

- lowest unoccupied orbital energy (alpha / beta) (eV) = -4.8 / -5.3
- SMILES = C=[NH+][C@H]1C=C=c2ccsc2=C1
- M (g mol⁻¹) = 162.24
- spin multiplicity = 1
- electronic energy (eV) = -21775.59341
- highest occupied orbital energy (alpha / beta) (eV) = -11.4 / -12.1
- HOMO-LUMO gap (alpha / beta) (hartree) = 0.2440 / 0.2467
- charge = +1
- relative energy (zero: lowest compared OMol25 entry of this formula, charge and spin) (kcal/mol) = 86.06

***

# 2
Here is a 3-piece molecular cluster, C16H36BrN5O2P overall from the OMol25 dataset. Energies are from ωB97M-V with the def2-TZVPD basis set.

Last column: Mulliken charge in e.
CARTESIAN COORDINATES (ANGSTROEM)
N  2.655  1.437  4.679  -0.4191
P  1.411  2.420  5.133  0.0893
O  0.149  1.848  4.341  -0.4082
N  1.856  3.807  4.037  0.0237
N  1.757  3.997  2.706  0.3798
C  2.260  5.184  2.443  0.6282
C  2.380  5.832  1.155  -0.6297
C  1.149  5.791  0.311  0.5211
O  0.416  6.732  0.142  -0.4131
Br  0.800  4.106  -0.612  -0.1739
N  2.684  5.739  3.500  -0.5283
C  2.437  4.904  4.474  0.1544
N  2.740  5.111  5.768  -0.3908
H  2.475  0.806  3.915  0.2501
H  3.006  0.943  5.479  0.2791
H  -0.033  2.197  3.467  0.3289
H  1.371  3.353  2.032  0.1873
H  3.206  5.435  0.606  0.3576
H  2.593  6.847  1.357  0.3100
H  3.490  4.643  6.215  0.2286
H  2.268  5.813  6.285  0.2067
C  -2.285  -3.334  0.796  -0.5967
C  -1.493  -2.522  1.818  -0.5105
C  -1.687  -1.013  1.679  -0.4455
C  -1.224  -0.426  0.344  -0.6599
C  0.240  -0.691  0.001  -0.0988
C  1.235  -0.068  0.979  -0.8982
H  -1.975  -3.112  -0.226  -0.2799
H  -2.138  -4.402  0.955  0.4279
H  -3.353  -3.128  0.879  0.3268
H  -0.432  -2.776  1.744  0.2290
H  -1.806  -2.816  2.822  0.4062
H  -1.167  -0.520  2.503  0.0186
H  -2.747  -0.777  1.812  0.4416
H  -1.398  0.659  0.352  0.3549
H  -1.848  -0.818  -0.459  0.2464
H  0.439  -0.288  -0.994  0.3410
H  0.421  -1.765  -0.066  0.1610
H  1.101  1.024  1.019  -0.1407
H  2.259  -0.265  0.663  0.4734
H  1.117  -0.471  1.985  0.2812
C  -1.460  -5.019  -2.992  -1.1166
C  -0.493  -3.855  -3.197  -0.5776
C  -1.182  -2.492  -3.228  0.3698
C  -2.186  -2.298  -4.364  -0.9422
C  -1.612  -2.494  -5.765  -0.4800
C  -0.507  -1.500  -6.115  -1.1506
H  -2.182  -5.092  -3.805  0.2876
H  -0.922  -5.965  -2.947  0.3959
H  -2.014  -4.905  -2.057  0.1777
H  0.077  -4.009  -4.116  0.4076
H  0.237  -3.855  -2.383  0.3267
H  -0.416  -1.712  -3.281  0.3256
H  -1.702  -2.339  -2.276  -0.4096
H  -2.606  -1.290  -4.289  0.4062
H  -3.028  -2.981  -4.227  0.3598
H  -2.425  -2.387  -6.487  0.3805
H  -1.237  -3.514  -5.881  0.2434
H  -0.873  -0.473  -6.047  0.2837
H  -0.151  -1.659  -7.132  0.3880
H  0.352  -1.599  -5.450  0.2647

- lowest unoccupied orbital energy (eV) = -3.4
- M (g mol⁻¹) = 441.37
- spin multiplicity = 1
- electronic energy (eV) = -108047.56167
- highest occupied orbital energy (eV) = -12.4
- HOMO-LUMO gap (hartree) = 0.3320
- charge = +1